Entry from OMol25: a 15-piece molecular cluster, C54H99N9O24P6 overall in a non-equilibrium geometry (ωB97M-V/def2-TZVPD).

Each line ends with the Mulliken charge.
Geometry (Å):
C -25.83393 -15.46174 13.77666  -0.824
O -24.63852 -15.04110 13.15031  1.227
P -24.83068 -14.13050 11.82291  0.073
O -25.39362 -12.75181 12.10742  -0.675
O -23.29317 -14.09157 11.21784  0.460
C -23.00900 -13.69020 9.89901  -1.141
O -25.75275 -15.11621 10.90759  -0.322
C -25.25430 -16.39626 10.60162  -0.752
H -26.27017 -16.38997 13.40762  0.297
H -26.65517 -14.74504 13.77498  0.362
H -25.60212 -15.56370 14.83684  -0.135
H -22.67861 -14.51121 9.26271  0.234
H -22.38266 -12.80312 9.80466  0.262
H -23.93672 -13.48844 9.36354  0.456
H -26.08893 -17.07941 10.44413  0.340
H -24.56885 -16.87450 11.30129  0.239
H -24.68777 -16.35022 9.67156  0.283
C -25.97931 -12.92372 19.26971  -0.943
O -25.08746 -12.40111 18.34840  -0.010
P -24.88655 -13.08820 16.90228  0.707
O -24.29514 -14.49458 16.85337  -0.643
O -26.41760 -13.13244 16.26682  -0.338
C -27.28139 -11.96954 16.16138  -0.799
O -24.17294 -11.89192 16.07351  -0.172
C -23.51292 -12.12716 14.82485  1.321
H -26.66349 -12.16628 19.65217  0.325
H -25.44147 -13.34524 20.11892  0.153
H -26.55029 -13.74288 18.83259  0.367
H -28.12382 -12.05986 16.84712  0.257
H -27.68770 -11.82587 15.16019  0.294
H -26.68985 -11.11413 16.48764  0.265
H -23.27878 -13.16775 14.60023  -0.778
H -22.56754 -11.59334 14.92180  -1.261
H -24.07956 -11.78418 13.95918  0.645
C -20.02162 -11.15754 12.23958  -0.204
O -20.32271 -9.78663 12.23909  -0.416
P -21.38590 -9.14704 13.27980  0.472
O -21.03256 -9.41038 14.70132  -0.056
O -22.79864 -9.78562 12.83742  -0.013
C -23.04564 -9.95512 11.39745  -0.536
O -21.42987 -7.62755 12.87079  -0.334
C -22.35935 -6.70095 13.39811  -0.766
H -18.93268 -11.16701 12.19243  0.420
H -20.58417 -11.81744 11.57916  0.095
H -20.25315 -11.62369 13.19728  -0.182
H -24.07490 -9.63502 11.23539  0.402
H -23.17487 -10.98939 11.07855  -0.187
H -22.39549 -9.47882 10.66359  0.429
H -22.93067 -7.10539 14.23365  0.312
H -22.89136 -6.10568 12.65602  0.279
H -21.75460 -5.95917 13.91980  0.313
C -22.82930 -10.52464 19.96888  -0.114
O -22.20070 -9.48767 19.20519  0.298
P -21.64651 -8.18249 19.98637  0.670
O -20.86990 -8.41898 21.26540  -0.746
O -20.73758 -7.42066 18.86086  -0.273
C -21.26004 -6.57842 17.84653  -0.604
O -22.99709 -7.29154 20.22716  -0.361
C -23.88573 -7.65110 21.30198  -0.734
H -23.07489 -11.28038 19.22279  -0.421
H -23.67764 -10.08276 20.49154  0.359
H -22.23288 -11.04261 20.71994  0.246
H -22.32252 -6.33514 17.85334  0.329
H -21.04408 -6.94239 16.84204  0.097
H -20.75979 -5.61800 17.97077  0.333
H -23.39191 -8.35087 21.97619  0.387
H -24.78947 -8.03015 20.82481  0.228
H -24.15408 -6.73143 21.82188  0.242
C -21.04191 -14.70104 14.20575  0.480
O -21.04020 -13.79392 15.31973  -0.363
P -20.83229 -14.16859 16.85703  -0.436
O -21.33146 -15.48083 17.34781  0.985
O -19.19528 -14.06672 16.94399  0.479
C -18.51149 -13.88483 18.15556  0.461
O -21.41725 -12.79757 17.61288  1.757
C -21.15436 -11.47969 17.17456  -0.900
H -20.68317 -15.70138 14.44806  -0.579
H -20.30352 -14.37441 13.47350  0.312
H -21.98208 -14.74317 13.65585  -0.318
H -18.02186 -12.92448 18.31708  -0.828
H -17.72253 -14.63622 18.18792  0.253
H -19.20727 -14.10917 18.96406  -0.170
H -20.44460 -10.94513 17.80589  0.205
H -22.12280 -10.99617 17.04636  0.413
H -20.75174 -11.39410 16.16526  -0.413
C -19.72952 -13.64990 24.98200  -0.918
O -19.69078 -14.16155 23.69345  -0.305
P -18.84202 -13.53212 22.44273  0.671
O -18.63873 -14.49815 21.25838  -0.058
O -19.69442 -12.18776 22.07778  -0.514
C -19.34148 -11.43030 20.87322  1.207
O -17.52236 -12.94569 23.20053  -0.329
C -16.52817 -13.96633 23.56658  -0.777
H -19.48501 -12.58818 24.94925  0.394
H -19.19518 -14.26840 25.70314  0.275
H -20.72604 -13.65743 25.42358  0.295
H -19.22276 -10.39635 21.19718  0.470
H -20.11977 -11.47712 20.11154  -0.849
H -18.44785 -11.75241 20.33865  -0.655
H -15.59318 -13.58168 23.15921  0.075
H -16.49556 -14.95383 23.10630  0.372
H -16.42395 -14.03272 24.64956  0.400
N -23.15683 -17.15337 16.25851  0.883
C -23.01754 -18.20571 17.12401  -0.919
C -23.18474 -19.32803 16.42109  -0.735
C -23.31419 -18.99914 15.05408  -1.360
C -23.17763 -17.61499 15.00971  -0.657
H -23.08808 -16.20430 16.59709  -0.270
H -22.86640 -17.98735 18.17085  0.666
H -23.27427 -20.34587 16.77091  0.443
H -23.48651 -19.75319 14.30034  0.487
H -23.17007 -16.96608 14.14643  0.939
N -23.41725 -14.97140 19.48153  2.989
C -22.56678 -14.33443 20.31364  -1.016
C -22.98648 -14.60483 21.61771  -0.677
C -24.10020 -15.48683 21.58591  -1.231
C -24.37040 -15.65939 20.21082  -0.729
H -23.24587 -15.11178 18.49612  -1.164
H -21.67615 -13.88238 19.90275  0.320
H -22.43466 -14.29268 22.49204  0.431
H -24.56897 -15.92598 22.45413  0.535
H -25.13550 -16.27131 19.75631  0.456
N -14.44899 -12.35045 21.18984  0.248
C -13.72066 -11.33243 20.62264  -0.848
C -14.41729 -10.71253 19.57477  -0.929
C -15.68506 -11.33224 19.56471  -0.268
C -15.67378 -12.34347 20.47304  0.302
H -14.19686 -12.95632 21.95760  0.262
H -12.71008 -11.19798 20.97908  0.403
H -14.08256 -9.95220 18.88465  0.364
H -16.47734 -11.17889 18.84695  0.513
H -16.35570 -13.14603 20.71233  0.019
N -18.28328 -9.89101 15.67741  0.545
C -17.35725 -9.10368 16.24851  -1.077
C -16.21417 -9.87704 16.53642  -0.689
C -16.42023 -11.18356 16.11125  -0.676
C -17.76741 -11.10939 15.57546  -0.348
H -19.16695 -9.62669 15.26588  0.125
H -17.56622 -8.04861 16.34633  0.522
H -15.26919 -9.48474 16.88214  0.507
H -15.71428 -11.99348 16.22106  0.438
H -18.32319 -11.95715 15.20289  0.777
N -19.75667 -17.77658 15.71716  0.941
C -18.49648 -17.32432 16.04313  -0.708
C -17.59732 -18.00910 15.27130  -1.133
C -18.30841 -18.91292 14.47446  -0.584
C -19.65456 -18.83498 14.81572  -0.778
H -20.60125 -17.40513 16.12801  -0.346
H -18.46399 -16.52429 16.76791  0.950
H -16.53485 -17.91829 15.10007  0.445
H -17.92012 -19.44806 13.62049  0.485
H -20.47707 -19.28935 14.28336  0.416
N -14.94636 -13.58995 13.31777  0.049
C -15.59565 -14.02763 14.43929  -1.889
C -16.84092 -14.56068 14.09281  1.017
C -16.94697 -14.51146 12.70268  -0.898
C -15.78732 -13.86382 12.25547  -0.827
H -13.99252 -13.25951 13.28501  0.230
H -15.06716 -13.97077 15.37943  0.664
H -17.50791 -14.98702 14.82749  0.742
H -17.82145 -14.82310 12.15081  0.539
H -15.44030 -13.55266 11.28122  0.447
N -20.47017 -18.11836 9.77393  0.011
C -19.56059 -17.97995 10.82564  -1.459
C -20.21768 -17.09522 11.69300  -0.436
C -21.52888 -16.80690 11.12937  0.196
C -21.57820 -17.35984 9.91155  -0.704
H -20.36840 -18.65354 8.92345  0.216
H -18.66564 -18.57912 10.90587  0.441
H -19.78772 -16.74563 12.62000  0.587
H -22.26984 -16.14268 11.54910  0.692
H -22.40906 -17.48051 9.23219  0.344
N -16.43049 -16.14449 20.40081  0.617
C -15.07003 -16.00196 20.61739  -0.540
C -14.45597 -17.13411 20.44157  -0.523
C -15.41375 -18.09079 20.02179  -0.981
C -16.61977 -17.40138 19.88299  -0.286
H -17.02577 -15.33420 20.49665  0.006
H -14.64071 -15.03842 20.84903  0.356
H -13.42241 -17.32591 20.68928  0.428
H -15.27954 -19.13746 19.79186  0.419
H -17.55995 -17.64683 19.41160  0.546
N -21.31663 -17.41868 20.40375  1.171
C -20.62651 -18.25468 19.63227  -0.997
C -20.42979 -19.39384 20.40001  -0.979
C -21.14802 -19.31372 21.60154  -0.837
C -21.66771 -18.02621 21.62805  -0.489
H -21.41807 -16.43378 20.20430  -0.288
H -20.27099 -17.90197 18.67541  1.082
H -19.81542 -20.19510 20.01669  0.442
H -21.18989 -20.09139 22.34979  0.438
H -22.37136 -17.56955 22.30831  0.357

The value obtained for the energy is -175896.111 eV.


Entry from OMol25: a 17-piece molecular cluster, C55H113N12O21 overall in a non-equilibrium geometry (ωB97M-V/def2-TZVPD).

Each line ends with the Mulliken charge.
Geometry (Å):
C 1.03333 3.39706 -1.34340  -2.194
C 0.77745 2.20245 -0.39016  2.887
C -0.70325 2.16699 -0.08108  -1.531
C -1.27579 0.97962 0.58536  2.310
C -1.03895 -0.30941 -0.14435  -0.252
C 0.47242 -0.48969 -0.51680  2.166
N 1.15932 0.85023 -1.04494  1.353
O 2.34221 0.81625 -1.63124  -0.423
C 0.46864 -1.54797 -1.64948  -1.920
C 1.27272 -1.06883 0.68244  -0.436
C 1.54225 2.29461 0.97784  -0.192
H 0.47957 3.32970 -2.27899  0.554
H 2.08790 3.45725 -1.61444  0.199
H 0.83656 4.38595 -0.92927  0.236
H -1.22071 2.23527 -1.04196  0.317
H -1.05360 3.00317 0.52438  0.286
H -2.34461 1.10342 0.75330  -1.533
H -0.83804 1.06233 1.58303  -1.164
H -1.65428 -0.23876 -1.04174  -0.407
H -1.29760 -1.16833 0.47366  0.626
H 1.35637 -1.74160 -2.25033  0.511
H -0.25368 -1.17058 -2.37573  0.214
H 0.06297 -2.49105 -1.28412  0.166
H 1.44941 -0.38412 1.51123  -0.332
H 2.30096 -1.28004 0.38395  -0.511
H 0.87641 -2.02758 1.01355  0.481
H 1.45138 3.32295 1.32654  0.755
H 2.57245 1.94370 0.90225  -0.765
H 1.17610 1.65396 1.78061  -0.980
O 4.20171 0.22672 0.35578  -0.212
C 5.23380 0.92445 0.47066  0.483
N 5.73518 1.48767 -0.64271  -0.269
C 5.95771 0.95818 1.79867  -0.932
H 5.21549 1.30686 -1.48875  0.188
H 6.71958 1.69057 -0.72362  0.217
H 6.96287 1.37512 1.73323  0.522
H 6.13027 -0.01097 2.26489  0.159
H 5.27616 1.52826 2.43100  0.003
O -3.25342 -2.66040 -1.13683  -0.420
C -3.82684 -3.34097 -1.98594  0.762
N -4.45938 -2.76606 -3.00300  -0.217
C -3.80958 -4.87543 -2.04255  -1.400
H -4.80555 -3.35832 -3.73971  0.193
H -4.52839 -1.76231 -2.90747  0.111
H -2.94306 -5.35568 -1.59221  0.192
H -4.07085 -5.22469 -3.04058  0.387
H -4.65040 -5.15260 -1.40286  0.421
O 1.88553 3.71887 -4.30461  -0.522
C 2.55997 4.73126 -4.29410  0.814
N 3.75467 4.77857 -3.70339  -0.243
C 1.95757 6.03379 -4.92176  -1.204
H 4.52449 5.40974 -3.85467  0.200
H 3.95086 4.00359 -3.08846  0.085
H 0.90786 6.22284 -4.70737  0.220
H 2.19677 6.06312 -5.98458  0.334
H 2.49266 6.88591 -4.49811  0.413
O -3.60492 0.73288 2.67948  -0.113
C -4.43001 -0.12258 2.90940  0.599
N -4.52908 -1.18197 2.06389  0.121
C -5.29617 -0.01519 4.16825  -1.614
H -4.01571 -1.09260 1.19941  -0.224
H -5.26890 -1.84071 2.24887  0.227
H -4.90120 -0.58434 5.00986  0.298
H -6.33210 -0.33496 4.05224  0.461
H -5.28986 1.04440 4.41925  0.285
O 0.86239 -0.56884 -5.55753  -0.720
C -0.09130 -0.04439 -5.01400  0.496
N -1.24018 -0.69830 -4.82289  -0.124
C -0.11448 1.33891 -4.42151  -0.377
H -1.13976 -1.63395 -5.19564  0.155
H -1.95241 -0.44721 -4.15574  0.234
H 0.68575 1.35543 -3.68406  -0.197
H -1.12742 1.49526 -4.05253  0.233
H 0.07120 1.98882 -5.27591  0.423
O 2.81887 4.44155 3.33764  -0.520
C 3.09455 3.70577 4.26857  0.479
N 3.94430 4.09591 5.23593  -0.412
C 2.42575 2.39313 4.59474  0.030
H 4.37480 5.00328 5.14866  0.253
H 4.15806 3.39035 5.92194  0.185
H 1.49285 2.42340 4.02868  -0.468
H 2.17096 2.25281 5.64354  0.735
H 2.90496 1.53498 4.12210  -0.273
O -2.33027 4.78613 4.88368  -0.743
C -2.35240 3.99075 3.94009  0.501
N -1.59671 2.89434 4.02500  0.261
C -2.99745 4.38385 2.63402  -0.339
H -1.06834 2.85267 4.88258  0.135
H -1.70478 2.09988 3.41156  -0.332
H -2.68349 5.30169 2.13935  0.209
H -4.05193 4.42583 2.90933  0.375
H -2.83513 3.65440 1.83856  -0.211
O 3.03613 -3.38394 -2.44843  -0.353
C 4.20200 -3.53588 -2.12710  0.380
N 5.04251 -4.18070 -2.93239  -0.402
C 4.70510 -3.00505 -0.79875  -0.525
H 4.71085 -4.82267 -3.63495  0.250
H 6.03674 -4.17924 -2.76671  0.179
H 3.94284 -2.88162 -0.03301  -0.228
H 5.20733 -2.06521 -1.03140  0.225
H 5.45218 -3.71503 -0.44103  0.504
O 3.73428 6.49094 -0.82977  -0.637
C 3.97278 5.87274 0.18743  0.363
N 3.75337 6.43734 1.37433  -0.351
C 4.56727 4.48689 0.16230  -0.337
H 3.92984 5.84446 2.17220  0.157
H 3.14798 7.24211 1.40316  0.251
H 3.89736 3.75997 -0.29509  -0.199
H 4.79101 4.13906 1.17215  0.356
H 5.52920 4.50179 -0.34958  0.454
O 0.18950 -7.35040 0.09061  -0.705
C 0.67384 -6.32149 -0.35572  0.281
N 0.62670 -6.01787 -1.65430  -0.176
C 1.36340 -5.32518 0.48379  0.672
H 0.26039 -6.73241 -2.26490  0.201
H 1.04067 -5.18429 -2.04273  0.075
H 0.77811 -4.92035 1.31045  -0.361
H 1.68093 -4.46381 -0.10521  -0.419
H 2.19988 -5.81862 0.97959  0.387
C -1.13523 -6.01820 -6.92689  -1.132
C -0.72515 -4.53083 -7.00388  -0.881
N -1.47699 -3.63764 -6.11529  0.081
C -2.89202 -3.44855 -6.36587  -0.126
C -3.14040 -3.28969 -7.94546  -1.622
C -1.24063 -3.83552 -4.71433  -1.004
C 0.25250 -3.69764 -4.40437  0.217
H -0.77626 -6.59741 -7.77799  0.425
H -2.21458 -6.15676 -6.88635  0.246
H -0.58651 -6.41053 -6.06910  0.258
H 0.31404 -4.20199 -7.02497  0.507
H -0.92401 -4.26281 -8.04300  0.597
H -3.41601 -4.33795 -6.00317  0.328
H -3.26258 -2.52769 -5.91495  0.175
H -2.56245 -2.45444 -8.33618  0.333
H -2.99499 -4.25262 -8.43479  0.358
H -4.20031 -3.15736 -8.16925  0.455
H -1.50559 -4.86136 -4.43547  1.096
H -1.88079 -3.16257 -4.14329  0.145
H 0.41171 -3.56971 -3.33333  -1.325
H 0.78112 -2.87089 -4.88029  0.322
H 0.83589 -4.56961 -4.70362  0.644
O 1.48764 -4.06020 4.29605  -0.575
C 2.53065 -3.41827 4.32460  0.331
O 2.86420 -2.53822 3.33981  0.030
C 3.88489 -1.59914 3.70604  0.623
C 3.91381 -1.79461 5.27098  -0.252
C 3.60915 -3.25406 5.38471  -0.817
H 3.63845 -0.56871 3.45240  -0.630
H 4.83949 -1.82213 3.22882  0.208
H 3.18326 -1.13802 5.74069  -0.057
H 4.90979 -1.57901 5.65862  0.494
H 3.24446 -3.46632 6.39000  0.332
H 4.42112 -3.96146 5.21525  0.321
O -3.62406 0.79814 -2.48320  -0.576
C -4.52957 0.97430 -1.69241  0.292
O -5.52960 0.11999 -1.63552  -0.342
C -6.51604 0.66539 -0.72005  -0.251
C -6.18951 2.12584 -0.67855  -0.805
C -4.70898 2.16673 -0.72345  0.881
H -6.21066 0.16292 0.19954  0.018
H -7.55090 0.44355 -0.97323  0.405
H -6.64175 2.67795 0.14582  0.404
H -6.50255 2.66909 -1.57239  0.347
H -4.26031 1.87388 0.22725  -0.604
H -4.31282 3.07886 -1.16548  0.150
O -2.26648 4.95234 -1.44850  -0.591
C -1.87077 6.05539 -1.14478  0.502
O -1.35647 6.39199 0.06703  -0.206
C -0.70995 7.63668 0.12799  -0.218
C -0.84113 8.23030 -1.32182  -0.612
C -1.87705 7.33283 -1.96188  -0.485
H 0.33950 7.54575 0.40790  0.077
H -1.16641 8.23439 0.91737  0.342
H 0.13122 8.16474 -1.81231  0.206
H -1.07893 9.28295 -1.47204  0.381
H -1.72496 7.25119 -3.03693  0.349
H -2.85256 7.80364 -1.82761  0.315
O -1.13434 -6.25921 5.36455  -0.642
C -1.29395 -5.40165 4.54292  0.438
O -1.48718 -5.62207 3.23906  -0.372
C -1.99012 -4.45982 2.52452  -0.735
C -1.51837 -3.32073 3.41488  1.696
C -1.50610 -3.91992 4.78719  -0.505
H -3.08128 -4.49995 2.50410  0.336
H -1.75786 -4.27096 1.47681  0.326
H -2.13604 -2.42347 3.34830  -0.258
H -0.57145 -2.99993 2.97932  -0.634
H -2.39508 -3.79447 5.40733  0.542
H -0.69736 -3.63467 5.46071  -0.236
O -0.52970 0.02490 3.88694  -0.055
C -0.46335 -0.25784 5.05762  -0.472
O 0.68411 -0.62904 5.53333  0.180
C 0.61155 -1.23433 6.84937  -0.409
C -0.88365 -1.28419 7.16021  -1.059
C -1.54856 -0.37890 6.12655  0.425
H 1.12135 -0.63126 7.60211  0.454
H 1.10139 -2.19881 6.98396  0.151
H -1.10828 -0.92154 8.16274  0.402
H -1.39775 -2.23694 7.04291  0.325
H -1.84246 0.60513 6.49112  0.604
H -2.38855 -0.85519 5.62180  -0.357

As for the net charge: +1. The value obtained for the energy is -119743.008 eV.